No. 1
The following is a quantum chemistry calculation of 2 unconnected molecules or ions with the total composition C9H14O at a distorted geometry, from the Open Molecules 2025 dataset.

- LUMO energy: 0.913 eV

Each line ends with the Mulliken charge.
Atoms and positions in Å:
1 C -0.093 -3.704 -2.684  -1.333
2 C -0.063 -2.437 -1.865  0.659
3 C -0.244 -1.212 -2.481  -0.619
4 C -0.240 -0.033 -1.727  -0.625
5 C -0.414 -0.106 -0.361  0.624
6 O -0.464 0.984 0.472  -0.397
7 C -0.329 -1.348 0.280  -0.392
8 C -0.072 -2.479 -0.466  -0.493
9 H 0.726 -4.387 -2.470  0.351
10 H -0.028 -3.511 -3.753  0.361
11 H -1.049 -4.192 -2.525  0.292
12 H -0.512 -1.127 -3.525  0.297
13 H -0.195 0.954 -2.181  0.332
14 H -0.166 1.787 0.013  0.189
15 H -0.485 -1.420 1.352  0.383
16 H -0.077 -3.433 0.042  0.331
17 C 0.879 2.715 3.175  -0.734
18 C 0.090 3.686 2.271  -0.565
19 H 0.600 1.691 2.945  0.200
20 H 1.943 2.865 3.025  0.266
21 H 0.581 2.899 4.206  0.294
22 H -0.106 3.306 1.275  0.029
23 H 0.592 4.654 2.227  0.312
24 H -0.873 3.845 2.757  0.238



No. 2
The following is a quantum chemistry calculation of a molecular structure, C43H53BrN3O5PPbS3, from the Open Molecules 2025 dataset.

- Net charge: +2
- LUMO energy: -8.664 eV

Each line ends with the Mulliken charge.
Atoms and positions in Å:
1 Pb -0.257 -0.131 0.565  1.483
2 O 5.690 -1.587 3.338  -0.465
3 C 4.370 -1.786 3.442  0.529
4 O 3.918 -2.799 3.884  -0.492
5 C 3.459 -0.671 3.026  0.283
6 C 3.082 0.445 3.738  -0.516
7 N 2.014 0.975 3.114  0.016
8 N 1.671 0.248 2.035  0.205
9 C 2.543 -0.749 1.972  -0.356
10 C 2.473 -1.731 0.824  0.252
11 O 3.508 -2.264 0.491  -0.672
12 O 1.294 -1.852 0.304  -0.608
13 H 5.875 -0.768 2.861  0.381
14 H 3.477 0.881 4.642  0.543
15 H 1.459 1.765 3.408  0.006
16 C 0.839 3.736 -7.313  -1.971
17 C 1.679 2.889 -6.356  1.487
18 C 3.052 3.572 -6.144  -1.545
19 C 1.896 1.481 -6.980  -1.484
20 C 1.038 2.655 -5.031  -0.350
21 C 1.799 1.949 -4.031  -0.229
22 C 1.258 1.709 -2.830  -0.054
23 Br 2.206 0.822 -1.526  -0.054
24 C -0.174 2.134 -2.523  0.567
25 O -0.673 1.860 -1.467  0.008
26 C -0.943 2.890 -3.600  -0.244
27 C -0.293 3.102 -4.768  -0.330
28 C -2.348 3.425 -3.400  2.231
29 C -3.220 2.906 -4.564  -1.705
30 C -3.032 3.049 -2.079  -2.416
31 C -2.263 4.966 -3.469  -1.730
32 H 1.383 3.847 -8.250  0.448
33 H 0.657 4.738 -6.921  0.435
34 H -0.117 3.267 -7.552  0.421
35 H 3.485 3.757 -7.126  0.477
36 H 3.753 2.953 -5.585  0.350
37 H 2.946 4.530 -5.633  0.382
38 H 2.385 1.624 -7.944  0.443
39 H 0.949 0.967 -7.148  0.366
40 H 2.534 0.845 -6.367  0.398
41 H 2.803 1.618 -4.251  0.536
42 H -0.799 3.643 -5.551  0.611
43 H -3.248 1.816 -4.585  0.234
44 H -2.874 3.255 -5.537  0.392
45 H -4.237 3.274 -4.425  0.492
46 H -3.125 1.970 -1.952  0.140
47 H -4.031 3.485 -2.096  0.684
48 H -2.506 3.453 -1.211  0.381
49 H -1.851 5.318 -4.415  0.333
50 H -1.653 5.364 -2.654  0.378
51 H -3.270 5.371 -3.366  0.491
52 C -2.625 -0.859 -4.269  0.838
53 C -1.566 -1.966 -4.104  -1.231
54 S -0.476 -1.821 -2.656  0.200
55 C -1.298 -2.886 -1.436  -0.557
56 C -2.798 -2.672 -1.257  -1.029
57 S -3.173 -0.938 -0.874  0.147
58 C -4.894 -0.776 -1.432  -1.244
59 C -5.029 -0.323 -2.880  -0.017
60 S -4.355 -1.441 -4.138  -0.151
61 H -2.522 -0.394 -5.250  0.652
62 H -2.476 -0.099 -3.503  -1.079
63 H -0.884 -1.953 -4.954  0.466
64 H -2.024 -2.955 -4.085  0.526
65 H -0.740 -2.694 -0.517  -0.028
66 H -1.121 -3.931 -1.694  0.672
67 H -3.168 -3.317 -0.458  0.612
68 H -3.339 -2.911 -2.171  0.543
69 H -5.362 -0.041 -0.774  0.493
70 H -5.389 -1.733 -1.267  0.495
71 H -4.564 0.652 -3.018  -0.362
72 H -6.089 -0.216 -3.119  0.512
73 C -3.285 1.715 2.192  -1.320
74 P -1.488 2.023 2.273  1.454
75 C -1.314 3.773 1.826  0.204
76 C -2.120 4.761 2.397  -0.417
77 C -1.965 6.088 2.026  -0.818
78 C -0.997 6.442 1.090  -0.646
79 C -0.180 5.470 0.533  -0.591
80 C -0.341 4.139 0.900  -0.376
81 C -1.095 1.958 4.049  0.687
82 C -1.480 0.841 4.793  -0.707
83 C -1.117 0.727 6.127  -0.652
84 C -0.359 1.720 6.733  -0.692
85 C 0.038 2.829 5.999  -0.699
86 C -0.324 2.949 4.662  -0.578
87 H -3.827 2.396 2.848  0.509
88 H -3.503 0.689 2.490  0.412
89 H -3.619 1.855 1.163  0.234
90 H -2.860 4.501 3.144  0.344
91 H -2.591 6.849 2.472  0.438
92 H -0.875 7.479 0.809  0.427
93 H 0.591 5.751 -0.175  0.478
94 H 0.310 3.379 0.478  0.424
95 H -2.065 0.051 4.336  0.232
96 H -1.426 -0.141 6.695  0.457
97 H -0.086 1.633 7.776  0.424
98 H 0.619 3.612 6.470  0.459
99 H -0.020 3.830 4.106  0.435
100 C -1.856 -3.841 4.025  -0.541
101 C -0.522 -3.482 3.950  -1.117
102 C -0.156 -2.446 3.110  -0.411
103 N -1.040 -1.772 2.363  1.102
104 C -2.332 -2.126 2.441  -0.317
105 C -2.780 -3.147 3.256  -1.159
106 H -2.174 -4.653 4.667  0.462
107 H 0.240 -3.991 4.524  0.592
108 H 0.883 -2.157 3.035  0.540
109 H -3.021 -1.574 1.811  0.589
110 H -3.833 -3.390 3.286  0.519



No. 3
The following is a quantum chemistry calculation of a molecular structure, C5H6O3Ru at a distorted geometry, from the Open Molecules 2025 dataset.

- 2S+1: 7
- Net charge: +2
- LUMO energy (alpha / beta): -8.256 / -12.622 eV

Each line ends with the Mulliken charge.
Atoms and positions in Å:
1 O 4.794 -1.575 -1.626  -0.147
2 C 4.269 -1.016 -0.775  0.666
3 O 3.760 -0.563 0.179  -0.541
4 O 0.922 1.221 0.751  -0.703
5 C -0.266 1.117 0.050  -0.489
6 C -1.074 -0.135 0.403  -0.324
7 C -2.303 -0.275 -0.468  0.073
8 C -3.545 -0.289 -0.037  -0.240
9 Ru 2.363 0.351 1.228  1.552
10 H -0.068 1.109 -1.040  0.366
11 H -0.899 2.003 0.250  0.333
12 H -1.357 -0.104 1.466  0.357
13 H -0.431 -1.018 0.250  0.363
14 H -2.110 -0.370 -1.546  0.378
15 H -4.053 -0.455 0.915  0.357



No. 4
The following is a quantum chemistry calculation of 6 unconnected molecules or ions with the total composition C29H30N6 at a distorted geometry, from the Open Molecules 2025 dataset.

- LUMO energy: 0.587 eV

Each line ends with the Mulliken charge.
Atoms and positions in Å:
1 C 0.532 0.144 -1.108  -0.193
2 C -0.304 0.603 -0.055  -0.111
3 C -1.575 0.118 -0.286  -0.774
4 N -1.559 -0.519 -1.495  0.365
5 C -0.288 -0.511 -1.996  -1.506
6 H 1.599 0.278 -1.130  0.642
7 H -0.024 1.087 0.869  0.627
8 H -2.492 0.140 0.281  0.413
9 H -2.320 -1.123 -1.746  0.082
10 H 0.009 -0.980 -2.919  0.392
11 C 3.000 -2.128 4.010  -0.562
12 C 2.124 -2.174 2.932  -0.090
13 C 2.225 -1.201 1.949  0.025
14 N 3.122 -0.210 1.966  -0.226
15 C 3.921 -0.163 3.041  -0.388
16 C 3.936 -1.094 4.059  -0.353
17 H 2.878 -2.734 4.898  0.363
18 H 1.342 -2.922 2.946  0.257
19 H 1.565 -1.182 1.089  0.280
20 H 4.640 0.649 3.023  0.355
21 H 4.567 -1.024 4.934  0.379
22 C -0.458 5.783 -0.150  -0.505
23 C -1.022 6.621 -1.091  -0.262
24 C -1.658 6.057 -2.168  -0.353
25 N -1.680 4.730 -2.401  -0.592
26 C -1.143 3.950 -1.471  -0.011
27 C -0.523 4.409 -0.296  -0.132
28 H -0.036 6.323 0.694  0.353
29 H -1.044 7.688 -0.912  0.376
30 H -2.240 6.627 -2.882  0.376
31 H -1.280 2.872 -1.474  0.303
32 H -0.089 3.737 0.429  0.423
33 C -4.509 -3.620 0.226  -0.154
34 C -5.163 -2.604 0.896  -0.396
35 C -5.401 -1.420 0.207  -0.273
36 N -4.958 -1.220 -1.042  -0.565
37 C -4.339 -2.208 -1.686  -0.652
38 C -4.130 -3.448 -1.085  -0.213
39 H -4.289 -4.511 0.801  0.422
40 H -5.403 -2.582 1.951  0.365
41 H -5.890 -0.576 0.671  0.411
42 H -3.917 -2.025 -2.666  0.682
43 H -3.612 -4.240 -1.610  0.381
44 C 3.821 3.455 -3.226  -0.282
45 C 4.996 2.736 -3.266  -0.505
46 C 5.205 1.863 -2.221  -0.263
47 N 4.390 1.701 -1.164  -0.455
48 C 3.234 2.353 -1.197  -0.237
49 C 2.893 3.264 -2.229  -0.349
50 H 3.613 4.216 -3.974  0.353
51 H 5.830 3.030 -3.889  0.345
52 H 6.194 1.440 -2.071  0.353
53 H 2.510 2.233 -0.402  0.695
54 H 1.955 3.797 -2.172  0.364
55 C -1.226 -3.035 1.570  0.276
56 C -0.635 -3.425 0.368  0.105
57 C -0.183 -4.735 0.248  -0.423
58 N -0.233 -5.631 1.235  -0.628
59 C -0.790 -5.275 2.391  -0.358
60 C -1.398 -4.023 2.496  -0.578
61 H -1.536 -2.009 1.714  0.341
62 H -0.480 -2.702 -0.426  0.116
63 H 0.405 -4.965 -0.633  0.398
64 H -0.784 -5.959 3.226  0.421
65 H -1.893 -3.731 3.422  0.353



No. 5
The following is a quantum chemistry calculation of 2 unconnected molecules or ions with the total composition C14H16O at a distorted geometry, from the Open Molecules 2025 dataset.

- LUMO energy: 0.822 eV

Each line ends with the Mulliken charge.
Atoms and positions in Å:
1 C -4.187 -1.582 -2.115  -1.324
2 C -2.825 -1.793 -1.482  0.451
3 C -2.349 -0.856 -0.590  -0.376
4 C -1.104 -0.947 0.019  -0.222
5 C -0.263 -1.993 -0.290  0.608
6 O 0.995 -2.014 0.208  -0.481
7 C -0.774 -3.042 -1.081  -0.559
8 C -2.017 -2.931 -1.665  -0.604
9 H -4.994 -1.606 -1.390  0.299
10 H -4.373 -2.261 -2.943  0.360
11 H -4.174 -0.543 -2.459  0.332
12 H -2.913 0.016 -0.263  0.331
13 H -0.842 -0.079 0.605  0.327
14 H 1.415 -2.872 0.203  0.292
15 H -0.258 -3.986 -0.979  0.249
16 H -2.517 -3.763 -2.150  0.324
17 C 3.546 1.702 -0.543  -1.260
18 C 2.568 1.959 0.577  0.780
19 C 2.867 1.622 1.890  -0.526
20 C 1.879 1.739 2.882  -0.343
21 C 0.615 2.218 2.579  -0.533
22 C 0.343 2.626 1.280  -0.410
23 C 1.341 2.597 0.314  -0.510
24 H 3.801 2.614 -1.083  0.358
25 H 3.330 0.808 -1.108  0.255
26 H 4.522 1.680 -0.014  0.346
27 H 3.816 1.166 2.136  0.325
28 H 2.162 1.453 3.884  0.376
29 H -0.149 2.112 3.338  0.369
30 H -0.634 2.880 0.882  0.414
31 H 1.171 3.078 -0.641  0.352



No. 6
The following is a quantum chemistry calculation of a molecular structure, C3H2O2Sm at a distorted geometry, from the Open Molecules 2025 dataset.

- 2S+1: 8
- Net charge: +1
- LUMO energy (alpha / beta): -4.046 / -4.023 eV

Each line ends with the Mulliken charge.
Atoms and positions in Å:
1 H 2.506 -0.225 -0.441  0.344
2 O 0.578 -1.051 0.129  -0.325
3 O -1.560 -0.047 0.474  -0.466
4 C 1.424 -0.089 -0.434  0.121
5 C 0.545 0.943 -0.498  -0.602
6 C -0.441 0.024 0.060  0.738
7 H 0.611 2.024 -0.547  0.324
8 Sm -3.664 -1.579 1.258  0.868